[1]
Here is a structure of composition C37H28CrFIN2O3P from the Open Molecules 2025 dataset. Energies are from ωB97M-V with the def2-TZVPD basis set.

Summary:
Net charge: -1
LUMO level (alpha / beta) (eV): 2.32 / 2.18
Spin multiplicity: 5
DFT total energy (eV): -96478.053
Maximum force (Eh/bohr): 0.00235

```
74
C37H28CrFIN2O3P (ωB97M-V with the def2-TZVPD basis set)
Cr 0.202 0.134 0.022
C -1.197 4.558 0.379
O -1.243 4.364 -1.036
C -2.032 3.340 -1.466
C -3.079 3.631 -2.311
C -3.898 2.623 -2.830
C -3.655 1.320 -2.476
C -2.584 0.987 -1.627
C -2.418 -0.401 -1.280
N -1.439 -0.866 -0.597
N -1.463 -2.221 -0.285
C -0.441 -2.490 0.480
O 0.434 -1.624 0.870
C -0.277 -3.884 0.973
C -1.152 -4.897 0.589
C -0.982 -6.183 1.074
C 0.060 -6.468 1.947
C 0.934 -5.461 2.332
C 0.767 -4.173 1.846
C -1.735 1.996 -1.117
O -0.708 1.757 -0.337
H -0.756 3.701 0.885
H -2.208 4.740 0.761
H -0.575 5.432 0.546
H -3.244 4.672 -2.562
H -4.715 2.872 -3.494
H -4.284 0.521 -2.851
H -3.181 -1.110 -1.599
H -1.959 -4.656 -0.090
H -1.665 -6.967 0.771
H 0.190 -7.475 2.326
H 1.748 -5.679 3.012
H 1.434 -3.372 2.137
I 2.873 2.577 -1.110
C 2.249 4.174 0.096
C 2.130 5.383 -0.589
C 1.846 6.545 0.109
C 1.716 6.488 1.483
C 1.819 5.275 2.191
C 1.743 5.288 3.607
C 1.940 4.117 4.334
C 2.077 2.916 3.683
C 2.023 2.808 2.257
P 1.819 1.142 1.664
C 0.936 0.311 3.049
C -0.377 0.729 3.278
C -1.179 0.070 4.196
C -0.678 -1.016 4.903
C 0.629 -1.429 4.689
C 1.431 -0.771 3.765
C 3.436 0.285 1.665
C 4.513 0.821 2.365
C 5.732 0.159 2.384
C 5.885 -1.038 1.697
C 4.818 -1.567 0.984
C 3.596 -0.908 0.963
C 2.030 4.034 1.477
H 2.272 5.407 -1.660
H 1.750 7.485 -0.419
H 1.532 7.392 2.053
H 1.601 6.240 4.105
H 1.969 4.141 5.418
H 2.192 2.019 4.277
H -0.762 1.587 2.735
H -2.196 0.404 4.360
H -1.303 -1.537 5.617
H 1.026 -2.275 5.237
H 2.445 -1.112 3.594
H 4.392 1.766 2.882
H 6.566 0.582 2.930
H 6.838 -1.552 1.707
H 4.937 -2.491 0.432
H 2.771 -1.311 0.391
F 1.262 -0.306 -1.366
```

Formally, the Löwdin partial charges of the atoms, in units of the elementary charge, are as follows: atom 1 (Cr): 0.7965, atom 2 (C): -0.0444, atom 3 (O): -0.0796, atom 4 (C): -0.2266, atom 5 (C): -0.0024, atom 6 (C): -0.1012, atom 7 (C): -0.0653, atom 8 (C): -0.1320, atom 9 (C): -0.0421, atom 10 (N): -0.0794, atom 11 (N): 0.0935, atom 12 (C): -0.4249, atom 13 (O): -0.1613, atom 14 (C): -0.1314, atom 15 (C): -0.0323, atom 16 (C): -0.0931, atom 17 (C): -0.1035, atom 18 (C): -0.0840, atom 19 (C): -0.0162, atom 20 (C): -0.2381, atom 21 (O): -0.1966, atom 22 (H): 0.0743, atom 23 (H): 0.0968, atom 24 (H): 0.0753, atom 25 (H): 0.1172, atom 26 (H): 0.0934, atom 27 (H): 0.1041, atom 28 (H): 0.1314, atom 29 (H): 0.1041, atom 30 (H): 0.0957, atom 31 (H): 0.0942, atom 32 (H): 0.0984, atom 33 (H): 0.1057, atom 34 (I): 1.0355, atom 35 (C): -0.6290, atom 36 (C): -0.2137, atom 37 (C): -0.1342, atom 38 (C): -0.0863, atom 39 (C): -0.1962, atom 40 (C): -0.0837, atom 41 (C): -0.1340, atom 42 (C): -0.1615, atom 43 (C): -0.3497, atom 44 (P): 0.9615, atom 45 (C): -0.3716, atom 46 (C): -0.0996, atom 47 (C): -0.0788, atom 48 (C): -0.0947, atom 49 (C): -0.0858, atom 50 (C): -0.0865, atom 51 (C): -0.3799, atom 52 (C): -0.0785, atom 53 (C): -0.0886, atom 54 (C): -0.1020, atom 55 (C): -0.0819, atom 56 (C): -0.0942, atom 57 (C): -0.2287, atom 58 (H): 0.0697, atom 59 (H): 0.0928, atom 60 (H): 0.0979, atom 61 (H): 0.0865, atom 62 (H): 0.0885, atom 63 (H): 0.0895, atom 64 (H): 0.1085, atom 65 (H): 0.1007, atom 66 (H): 0.0949, atom 67 (H): 0.0995, atom 68 (H): 0.1050, atom 69 (H): 0.1002, atom 70 (H): 0.0969, atom 71 (H): 0.0936, atom 72 (H): 0.0999, atom 73 (H): 0.0843, atom 74 (F): -0.4727



[2]
Here is a cluster of 6 separate species, C30H75ClN5O14 in total at a distorted geometry from the Open Molecules 2025 dataset. Energies are from ωB97M-V with the def2-TZVPD basis set.

Summary:
Net charge: -1
LUMO level (eV): 1.82
DFT total energy (eV): -80945.631
Maximum force (Eh/bohr): 0.06004

```
125
C30H75ClN5O14 (ωB97M-V with the def2-TZVPD basis set)
Cl 4.388 2.570 -0.007
O 4.321 3.450 1.123
O 4.157 1.223 0.421
O 3.407 3.038 -0.991
O 5.688 2.545 -0.581
C -0.666 4.214 6.763
O -0.746 5.444 6.175
C -1.230 5.536 4.865
C -1.167 6.986 4.306
N -2.073 7.916 4.981
C -2.406 8.967 4.009
C -3.182 10.093 4.540
O -3.596 10.833 3.450
C -4.041 12.140 3.774
H -1.588 3.633 6.727
H -0.465 4.364 7.824
H 0.181 3.640 6.385
H -2.318 5.459 4.888
H -0.817 4.798 4.179
H -1.339 6.793 3.247
H -0.200 7.488 4.276
H -1.516 8.290 5.736
H -2.838 8.418 3.172
H -1.554 9.457 3.537
H -2.596 10.715 5.217
H -4.115 9.704 4.948
H -3.300 12.885 4.065
H -4.419 12.112 4.796
H -4.756 12.534 3.052
C -0.435 2.107 -10.557
O 0.663 1.912 -9.836
C 0.972 2.803 -8.821
C 2.504 2.684 -8.481
N 2.834 1.301 -8.062
C 4.283 1.272 -7.769
C 5.278 1.306 -8.938
O 5.083 0.069 -9.683
C 6.156 -0.343 -10.566
H -0.518 2.968 -11.220
H -1.321 2.111 -9.922
H -0.499 1.283 -11.268
H 0.628 2.544 -7.820
H 0.809 3.828 -9.154
H 2.670 3.419 -7.693
H 3.101 2.924 -9.361
H 2.464 1.201 -7.127
H 4.477 0.338 -7.240
H 4.534 2.066 -7.066
H 6.324 1.185 -8.657
H 5.110 2.148 -9.609
H 5.821 -1.072 -11.304
H 6.974 -0.864 -10.068
H 6.561 0.529 -11.081
C -4.274 -1.066 -1.683
O -5.405 -2.049 -1.710
C -6.632 -1.505 -1.097
C -7.551 -2.616 -0.688
N -7.757 -3.654 -1.722
C -8.621 -3.149 -2.809
C -8.970 -4.405 -3.607
O -7.784 -4.909 -4.231
C -8.140 -5.275 -5.522
H -3.429 -1.528 -2.193
H -4.100 -0.967 -0.611
H -4.609 -0.141 -2.152
H -7.141 -0.840 -1.795
H -6.391 -0.859 -0.253
H -8.428 -2.002 -0.487
H -7.186 -3.055 0.241
H -8.376 -4.192 -1.133
H -8.172 -2.298 -3.322
H -9.494 -2.785 -2.268
H -9.746 -4.084 -4.302
H -9.251 -5.267 -3.001
H -7.238 -5.449 -6.107
H -8.605 -4.466 -6.085
H -8.781 -6.151 -5.625
C 13.002 2.321 6.236
O 12.082 1.208 6.239
C 11.066 1.188 5.180
C 9.904 0.317 5.611
N 9.239 0.619 6.857
C 8.499 1.866 6.681
C 8.042 2.295 8.089
O 9.173 2.756 8.959
C 9.895 3.891 8.563
H 13.867 2.081 5.618
H 13.322 2.470 7.267
H 12.529 3.284 6.044
H 11.636 0.779 4.346
H 10.857 2.235 4.957
H 10.302 -0.684 5.781
H 9.152 0.188 4.833
H 9.883 0.680 7.633
H 7.550 1.769 6.152
H 8.938 2.700 6.134
H 7.496 1.462 8.533
H 7.301 3.093 8.127
H 10.926 3.567 8.423
H 9.863 4.652 9.343
H 9.598 4.324 7.608
C -6.145 -10.718 -3.360
O -5.473 -10.240 -2.214
C -6.300 -10.493 -1.042
C -5.433 -10.398 0.206
N -5.265 -9.069 0.625
C -4.329 -9.204 1.727
C -3.794 -7.930 2.269
O -2.964 -7.244 1.193
C -2.195 -6.160 1.671
H -7.223 -10.568 -3.403
H -6.229 -11.797 -3.489
H -5.709 -10.403 -4.308
H -6.586 -11.545 -1.026
H -7.201 -9.908 -0.856
H -4.592 -11.090 0.149
H -5.826 -10.909 1.084
H -6.169 -8.988 1.068
H -3.533 -9.898 1.459
H -4.797 -9.692 2.582
H -3.250 -8.177 3.181
H -4.644 -7.310 2.555
H -1.825 -5.513 0.876
H -1.417 -6.641 2.263
H -2.828 -5.420 2.162
```

These are the Löwdin partial charges, in e, on atoms 1 to 99: atom 1 (Cl): 0.5914, atom 2 (O): -0.3959, atom 3 (O): -0.3954, atom 4 (O): -0.4087, atom 5 (O): -0.3914, atom 6 (C): -0.1486, atom 7 (O): -0.1832, atom 8 (C): -0.2086, atom 9 (C): -0.2161, atom 10 (N): -0.0451, atom 11 (C): -0.2387, atom 12 (C): -0.2733, atom 13 (O): -0.1817, atom 14 (C): -0.1093, atom 15 (H): 0.0866, atom 16 (H): 0.0851, atom 17 (H): 0.0907, atom 18 (H): 0.1157, atom 19 (H): 0.1263, atom 20 (H): 0.1154, atom 21 (H): 0.1194, atom 22 (H): 0.1086, atom 23 (H): 0.1274, atom 24 (H): 0.1221, atom 25 (H): 0.1312, atom 26 (H): 0.1335, atom 27 (H): 0.0789, atom 28 (H): 0.0729, atom 29 (H): 0.0907, atom 30 (C): -0.1832, atom 31 (O): -0.1610, atom 32 (C): -0.2079, atom 33 (C): -0.2009, atom 34 (N): -0.0390, atom 35 (C): -0.2111, atom 36 (C): -0.1839, atom 37 (O): -0.2184, atom 38 (C): -0.1056, atom 39 (H): 0.0825, atom 40 (H): 0.0902, atom 41 (H): 0.0918, atom 42 (H): 0.1194, atom 43 (H): 0.1220, atom 44 (H): 0.1130, atom 45 (H): 0.1060, atom 46 (H): 0.1024, atom 47 (H): 0.1196, atom 48 (H): 0.1129, atom 49 (H): 0.1166, atom 50 (H): 0.1054, atom 51 (H): 0.0774, atom 52 (H): 0.0747, atom 53 (H): 0.0768, atom 54 (C): -0.0525, atom 55 (O): -0.2148, atom 56 (C): -0.2350, atom 57 (C): -0.2333, atom 58 (N): -0.0464, atom 59 (C): -0.1840, atom 60 (C): -0.2154, atom 61 (O): -0.1593, atom 62 (C): -0.1609, atom 63 (H): 0.0834, atom 64 (H): 0.0774, atom 65 (H): 0.0777, atom 66 (H): 0.1059, atom 67 (H): 0.1127, atom 68 (H): 0.1059, atom 69 (H): 0.1218, atom 70 (H): 0.0936, atom 71 (H): 0.1244, atom 72 (H): 0.1076, atom 73 (H): 0.1104, atom 74 (H): 0.1267, atom 75 (H): 0.0876, atom 76 (H): 0.0806, atom 77 (H): 0.0858, atom 78 (C): -0.1069, atom 79 (O): -0.2228, atom 80 (C): -0.1812, atom 81 (C): -0.2199, atom 82 (N): -0.0427, atom 83 (C): -0.2225, atom 84 (C): -0.1509, atom 85 (O): -0.2107, atom 86 (C): -0.1330, atom 87 (H): 0.0811, atom 88 (H): 0.0750, atom 89 (H): 0.0773, atom 90 (H): 0.1182, atom 91 (H): 0.1042, atom 92 (H): 0.1154, atom 93 (H): 0.1274, atom 94 (H): 0.1067, atom 95 (H): 0.1229, atom 96 (H): 0.1009, atom 97 (H): 0.1153, atom 98 (H): 0.1113, atom 99 (H): 0.0729



[3]
Here is an isolated molecule of C14H23ClNO4P at a distorted geometry from the Open Molecules 2025 dataset. Energies are from ωB97M-V with the def2-TZVPD basis set.

Summary:
LUMO level (eV): 0.79
SMILES string: CCOC(OCC)[P@@](=O)(O)C[C@H](CN)c1ccc(Cl)cc1
DFT total energy (eV): -46381.527
Maximum force (Eh/bohr): 0.09368

```
44
C14H23ClNO4P (ωB97M-V with the def2-TZVPD basis set)
O 0.791 2.107 1.721
Cl -4.758 -4.711 -1.234
O 2.571 0.346 -1.557
O 2.343 -0.651 0.497
O -0.023 2.573 -0.536
C -3.748 -2.370 -1.877
C -4.156 -2.647 0.507
C -3.193 -1.096 -1.578
C -3.487 -1.451 0.796
C -4.169 -3.166 -0.826
C -2.900 -0.647 -0.333
N -2.031 2.584 1.557
C 4.069 2.098 -2.120
C 3.330 -2.445 1.830
C 2.689 1.465 -2.444
C 3.498 -0.993 1.328
C -2.578 1.235 1.348
C -2.044 0.537 0.000
C 2.343 0.642 -0.145
C -0.590 0.057 0.295
P 0.626 1.465 0.370
H -0.537 3.083 0.129
H -3.923 -2.718 -2.945
H -4.451 -3.266 1.220
H -2.726 -0.484 -2.333
H -3.280 -1.017 1.781
H -1.103 2.493 2.094
H -2.664 3.251 1.993
H 4.037 2.618 -1.154
H 4.827 1.337 -1.939
H 4.435 2.696 -2.947
H 2.461 -2.599 2.344
H 3.286 -3.099 0.969
H 4.167 -2.713 2.455
H 1.779 2.166 -2.391
H 2.682 1.023 -3.457
H 3.592 -0.200 2.092
H 4.368 -0.961 0.696
H -3.698 1.343 1.400
H -2.270 0.662 2.187
H -2.117 1.246 -0.816
H 3.266 1.315 0.086
H -0.527 -0.282 1.272
H -0.185 -0.824 -0.334
```

Formally, the Löwdin partial charges of the atoms, in units of the elementary charge, are as follows: atom 1 (O): -0.3437, atom 2 (Cl): 0.6880, atom 3 (O): -0.1652, atom 4 (O): -0.1570, atom 5 (O): -0.1733, atom 6 (C): -0.1071, atom 7 (C): -0.0704, atom 8 (C): -0.0543, atom 9 (C): 0.0252, atom 10 (C): -0.7034, atom 11 (C): -0.2058, atom 12 (N): -0.0329, atom 13 (C): -0.0769, atom 14 (C): -0.0473, atom 15 (C): -0.2383, atom 16 (C): -0.2010, atom 17 (C): -0.2245, atom 18 (C): -0.2725, atom 19 (C): -0.3243, atom 20 (C): -0.1598, atom 21 (P): 0.6805, atom 22 (H): 0.0667, atom 23 (H): 0.1242, atom 24 (H): 0.0482, atom 25 (H): 0.1112, atom 26 (H): 0.0969, atom 27 (H): 0.0754, atom 28 (H): 0.0752, atom 29 (H): 0.0638, atom 30 (H): 0.0774, atom 31 (H): 0.0690, atom 32 (H): 0.0376, atom 33 (H): 0.0795, atom 34 (H): 0.0759, atom 35 (H): 0.1254, atom 36 (H): 0.1180, atom 37 (H): 0.1263, atom 38 (H): 0.1066, atom 39 (H): 0.1360, atom 40 (H): 0.0831, atom 41 (H): 0.1259, atom 42 (H): 0.1442, atom 43 (H): 0.0581, atom 44 (H): 0.1397



[4]
Here is a structure of composition C5H4Cl2CuF9O9S3 at a distorted geometry from the Open Molecules 2025 dataset. Energies are from ωB97M-V with the def2-TZVPD basis set.

Summary:
Net charge: -1
LUMO level (alpha / beta) (eV): -0.94 / -3.40
Spin multiplicity: 2
DFT total energy (eV): -150320.703
Maximum force (Eh/bohr): 0.08965

```
33
C5H4Cl2CuF9O9S3 (ωB97M-V with the def2-TZVPD basis set)
Cu 0.185 -1.714 1.496
C 2.005 2.615 5.961
F 2.209 3.909 6.070
F 3.151 2.029 5.649
F 1.623 2.097 7.145
S 0.669 2.332 4.530
O 0.799 0.938 4.107
O -0.621 2.588 5.122
O 1.015 3.216 3.400
C 4.413 1.622 -2.009
F 4.603 2.334 -3.138
F 4.869 0.432 -2.317
F 5.074 2.130 -1.001
S 2.533 1.667 -1.604
O 1.829 1.537 -2.870
O 2.244 0.553 -0.651
O 2.329 3.034 -1.026
C -5.388 -1.870 0.751
F -6.341 -2.097 1.629
F -5.076 -3.004 0.215
F -5.883 -1.054 -0.205
S -3.862 -1.018 1.646
O -4.300 -0.071 2.676
O -3.056 -2.044 2.278
O -2.895 -0.473 0.650
Cl 0.429 -4.209 -5.541
C 0.283 -2.435 -5.366
C -0.913 -2.169 -4.427
Cl -0.453 -2.936 -2.870
H 0.236 -2.044 -6.382
H 1.156 -2.025 -4.859
H -1.753 -2.758 -4.795
H -1.113 -1.110 -4.263
```

Formally, the Löwdin partial charges of the atoms, in units of the elementary charge, are as follows: atom 1 (Cu): 0.8650, atom 2 (C): -0.6263, atom 3 (F): 0.1620, atom 4 (F): 0.1516, atom 5 (F): 0.1378, atom 6 (S): 0.5894, atom 7 (O): -0.1558, atom 8 (O): -0.1513, atom 9 (O): -0.0979, atom 10 (C): -0.7015, atom 11 (F): 0.0990, atom 12 (F): 0.1346, atom 13 (F): 0.1429, atom 14 (S): 0.5086, atom 15 (O): -0.3623, atom 16 (O): -0.4128, atom 17 (O): -0.3797, atom 18 (C): -0.6794, atom 19 (F): 0.1374, atom 20 (F): 0.1650, atom 21 (F): 0.1096, atom 22 (S): 0.4902, atom 23 (O): -0.3445, atom 24 (O): -0.4003, atom 25 (O): -0.3936, atom 26 (Cl): 0.5002, atom 27 (C): -0.6476, atom 28 (C): -0.6139, atom 29 (Cl): 0.5061, atom 30 (H): 0.0664, atom 31 (H): 0.0653, atom 32 (H): 0.0541, atom 33 (H): 0.0818